A structure of composition C19H28ClO6Tm in a non-equilibrium geometry, computed with ωB97M-V/def2-TZVPD.

CARTESIAN COORDINATES (ANGSTROEM)
1 O 0.563 0.313 -7.996
2 C 0.363 1.629 -8.598
3 C 0.115 1.042 -9.998
4 H 1.259 2.256 -8.506
5 H -0.494 2.149 -8.152
6 C 0.340 -0.328 -9.289
7 H 0.867 1.295 -10.742
8 H -0.890 1.190 -10.387
9 C 1.576 -1.079 -9.748
10 H 2.446 -0.415 -9.756
11 H 1.441 -1.492 -10.755
12 H 1.783 -1.910 -9.063
13 C -0.882 -1.224 -9.247
14 H -1.757 -0.661 -8.906
15 H -0.713 -2.053 -8.548
16 H -1.102 -1.648 -10.234
17 Tm 0.019 0.022 -0.041
18 C -2.001 -0.503 1.243
19 C -1.717 0.898 1.427
20 C -1.849 1.534 0.161
21 H -1.376 1.389 2.326
22 C -2.246 0.546 -0.772
23 C -2.317 -0.720 -0.103
24 H -2.569 -1.667 -0.568
25 H -1.930 -1.253 2.023
26 H -1.644 2.577 -0.034
27 H -2.450 0.716 -1.824
28 C 1.144 -1.497 1.550
29 C 0.328 -2.265 0.656
30 C 0.859 -2.127 -0.625
31 H -0.523 -2.865 0.951
32 C 2.004 -1.234 -0.541
33 C 2.156 -0.837 0.782
34 H 2.873 -0.125 1.180
35 H 1.000 -1.396 2.612
36 H 0.506 -2.618 -1.528
37 H 2.601 -0.891 -1.381
38 O 0.327 0.601 -2.132
39 C -0.050 -0.290 -3.236
40 C -0.355 0.618 -4.408
41 H -0.898 -0.897 -2.901
42 H 0.803 -0.945 -3.436
43 C 0.565 1.813 -4.151
44 H -1.403 0.943 -4.367
45 H -0.182 0.129 -5.363
46 C 0.503 1.962 -2.644
47 H 0.253 2.718 -4.665
48 H 1.587 1.568 -4.463
49 H -0.368 2.550 -2.329
50 H 1.397 2.367 -2.172
51 O -0.633 -1.233 4.157
52 Cl 0.008 0.007 3.868
53 O -0.716 1.149 4.295
54 O 1.388 0.081 4.159
55 O 0.049 0.099 2.082

Properties
Kohn-Sham gap (spin up / spin down) (eV): 6.9 / 6.9
2S+1: 3
Electronic energy (Eh): -2737.1420
Energy above the lowest of the compared OMol25 structures with the same formula, charge and spin (kJ/mol): 168.4